Entry from OMol25: an isolated ion of composition C7H10NO and charge +1 (ωB97M-V with the def2-TZVPD basis set).

The geometry in XYZ format:
```
19
Properties=species:S:1:pos:R:3:forces:R:3:nbo_charge:R:1
C 1.075 0.680 -0.379 -3.32 -0.90 0.85 -0.03
C 0.956 -0.816 -0.117 -1.14 -0.43 -0.52 -0.11
C 1.912 1.607 0.053 -1.01 -0.99 -0.99 -0.32
C 1.654 -1.846 0.361 0.02 0.60 -0.34 -0.30
C -1.708 -0.260 0.791 -0.40 -0.50 3.80 0.07
C -0.477 0.655 -0.947 1.56 0.48 -1.80 -0.11
C -0.443 -0.894 -0.800 2.24 0.46 -1.41 0.03
N -1.587 1.097 0.037 3.65 -2.35 1.72 -0.54
O -1.555 -1.279 -0.071 -0.41 -0.19 -1.12 -0.44
H 1.923 2.623 -0.238 -0.12 0.90 0.09 0.23
H 2.629 1.157 0.663 1.77 0.03 0.82 0.23
H 1.419 -2.902 0.222 -0.58 0.41 0.14 0.23
H 2.570 -1.685 0.873 0.86 0.19 0.23 0.21
H -0.917 -0.365 1.588 -0.46 0.96 -0.73 0.21
H -2.675 -0.357 1.310 0.19 0.38 -0.43 0.23
H -0.657 0.970 -2.017 -0.05 0.21 1.49 0.26
H -0.354 -1.372 -1.788 -0.56 -0.19 0.51 0.24
H -2.506 1.185 -0.270 -1.71 1.19 -1.45 0.44
H -1.261 1.803 0.729 -0.53 -0.26 -0.86 0.46
```
Forces are in eV/Å.

Properties
M = 124.2 g/mol
SMILES string = C=C1C(=C)[C@@H]2[NH2+]CO[C@H]12
Total charge = +1
Lowest unoccupied orbital energy = -0.140 hartree
HOMO energy = -0.4876 Eh



Entry from OMol25: an isolated ion of composition C7H10NO and charge +1 (ωB97M-V with the def2-TZVPD basis set).

The geometry in XYZ format:
```
19
Properties=species:S:1:pos:R:3:forces:R:3:nbo_charge:R:1
C 1.331 0.750 -0.044 -1.30 -1.97 -1.05 0.20
C 1.268 -0.630 0.070 -0.10 -1.95 -1.57 -0.20
C 1.470 1.888 0.471 0.62 1.88 0.97 -0.49
C 2.351 -1.417 -0.158 -1.86 -1.54 0.79 -0.23
C -1.746 0.130 0.950 1.37 0.63 0.70 0.08
C -0.742 -0.140 -1.221 0.12 0.27 0.42 -0.05
C -0.142 -1.140 -0.204 -0.99 2.95 -0.07 0.02
N -1.927 0.497 -0.534 -0.95 -4.85 1.20 -0.57
O -1.046 -1.069 0.896 -1.22 -1.03 0.63 -0.49
H 1.425 2.833 -0.001 -0.18 0.75 -0.61 0.25
H 1.785 1.887 1.490 0.22 0.18 0.94 0.25
H 2.419 -2.517 -0.199 -0.75 0.68 -0.02 0.23
H 3.259 -0.972 -0.209 2.71 1.42 -0.24 0.20
H -1.007 0.837 1.302 -0.50 0.83 0.51 0.20
H -2.739 0.155 1.558 1.84 -0.49 -1.29 0.24
H -0.874 -0.413 -2.287 0.02 0.46 0.83 0.24
H -0.247 -2.076 -0.649 0.44 -2.00 -0.13 0.23
H -2.833 -0.061 -0.614 1.03 1.38 -1.33 0.45
H -2.005 1.458 -0.618 -0.52 2.41 -0.70 0.44
```
Forces are in eV/Å.

Properties
M = 124.2 g/mol
Total charge = +1
Lowest unoccupied orbital energy (alpha / beta) = -0.179 / -0.158 hartree
HOMO energy (alpha / beta) = -0.4342 / -0.4861 Eh



Entry from OMol25: an isolated ion of composition C7H10NS2 and charge +1 (ωB97M-V with the def2-TZVPD basis set).

The geometry in XYZ format:
```
20
Properties=species:S:1:pos:R:3:forces:R:3:nbo_charge:R:1
C -0.135 0.397 -0.342 0.27 0.13 1.61 -0.32
C 0.634 -0.023 0.648 0.69 -1.22 1.26 -0.07
C -1.558 0.400 -0.115 0.83 -2.78 0.46 -0.24
C -2.025 -0.674 0.543 -1.49 1.01 1.91 -0.09
C -1.280 -1.920 0.955 -1.57 -1.18 -1.93 -0.30
C 0.721 -0.813 1.776 -2.95 2.49 -4.46 0.06
C 1.442 2.342 -1.598 -0.31 0.67 -6.82 -0.71
N -0.232 -1.733 1.887 1.62 -2.58 1.52 -0.50
S 2.332 -0.562 -1.114 -0.42 0.56 -0.35 0.02
S 0.715 0.655 -1.876 1.79 0.39 0.12 0.72
H -2.265 0.941 -0.585 -1.95 2.72 -1.19 0.23
H -3.070 -0.592 1.021 1.43 -0.27 -1.42 0.23
H -2.099 -2.503 1.452 1.17 -0.08 -0.49 0.25
H -0.946 -2.483 -0.027 -0.40 0.90 1.78 0.21
H 1.445 -0.817 2.474 2.35 0.47 2.42 0.23
H 1.640 2.488 -0.657 1.29 0.20 5.37 0.23
H 0.793 3.224 -1.914 0.22 -1.59 0.07 0.27
H 2.388 2.445 -2.261 -1.56 -0.49 1.15 0.27
H 0.173 -2.595 2.304 -1.09 0.51 -0.12 0.41
H 3.123 -0.354 -2.161 0.09 0.14 -0.89 0.12
```
Forces are in eV/Å.

Properties
M = 172.3 g/mol
Total charge = +1
Lowest unoccupied orbital energy = -0.167 hartree
HOMO energy = -0.4387 Eh



Entry from OMol25: an isolated ion of composition C7H10O and charge -1 (ωB97M-V with the def2-TZVPD basis set).

The geometry in XYZ format:
```
18
Properties=species:S:1:pos:R:3:forces:R:3:nbo_charge:R:1
O 1.874 0.205 -2.811 0.40 0.98 -1.67 -0.61
C 1.207 0.363 -1.808 1.20 -5.39 -0.76 0.40
C 1.515 1.446 -0.904 0.06 -2.38 3.96 -0.54
C 0.301 1.589 0.052 0.76 2.63 2.75 -0.40
C -0.204 0.291 0.698 0.55 2.62 -1.73 -0.40
C -1.475 -0.156 0.506 -0.62 -2.47 1.24 -0.31
C -1.940 -1.476 0.957 1.77 0.63 -0.57 -0.30
C -0.985 -2.488 1.122 0.90 2.91 -0.85 -0.63
H 0.743 -0.717 -1.579 -0.51 2.83 0.70 0.17
H 2.338 1.055 -0.209 -0.79 -0.05 -0.96 0.22
H 2.065 2.095 -1.506 0.08 2.38 -0.73 0.23
H 0.420 2.502 0.882 0.73 -2.27 -1.36 0.15
H -0.331 2.212 -0.493 -2.43 0.11 -1.35 0.19
H 0.390 0.004 1.506 0.89 -0.94 1.10 0.18
H -2.117 0.423 -0.091 -1.07 0.81 -0.70 0.16
H -3.006 -1.614 1.129 0.12 -0.23 -0.22 0.17
H -0.892 -3.390 1.552 -1.73 -3.48 1.83 0.16
H 0.097 -2.345 0.997 -0.32 1.29 -0.69 0.16
```
Forces are in eV/Å.

Properties
Spin multiplicity = 2
M = 110.2 g/mol
Expectation value of S² = 0.77
Total charge = -1
Lowest unoccupied orbital energy (alpha / beta) = 0.143 / 0.142 hartree
HOMO energy (alpha / beta) = -0.0013 / -0.1139 Eh



Entry from OMol25: one molecule with the formula C7H10O (ωB97M-V with the def2-TZVPD basis set).

The geometry in XYZ format:
```
18
Properties=species:S:1:pos:R:3:forces:R:3:nbo_charge:R:1
C 1.174 2.045 1.243 0.33 -0.02 -0.88 -0.62
C 0.824 0.563 1.118 2.12 0.92 2.54 -0.14
C -0.401 0.124 0.543 -0.54 -3.27 1.06 0.08
C -1.764 -0.611 -1.086 -0.66 -0.48 0.52 -0.11
C -0.707 -1.741 -1.188 1.31 1.38 -0.03 -0.22
C 0.594 -1.569 -0.865 0.22 -1.53 0.58 -0.17
C 0.828 -0.297 -0.172 0.06 2.21 -0.40 -0.35
H 1.241 2.563 0.284 0.34 -0.25 -0.24 0.21
H 0.291 2.529 1.657 0.13 -0.04 0.63 0.22
H 2.085 2.265 1.828 -0.54 -0.21 -0.25 0.22
H 1.096 0.030 2.051 -0.47 0.43 -0.40 0.21
H -0.650 -0.727 1.214 -0.60 0.15 -0.63 0.15
H -1.910 -0.206 -2.118 -0.06 -0.18 0.90 0.21
H -2.727 -1.095 -0.712 1.01 0.79 -0.56 0.19
H -1.023 -2.614 -1.708 -0.37 -0.55 -0.37 0.21
H 1.435 -2.294 -1.048 -1.23 0.51 0.00 0.21
H 1.078 0.495 -0.859 -0.01 0.15 -0.90 0.21
O -1.464 0.540 -0.183 -1.02 -0.02 -1.56 -0.50
```
Forces are in eV/Å.

Properties
M = 110.2 g/mol
SMILES string = C[C@@H]1[C@H]2C=CCO[C@H]12
Lowest unoccupied orbital energy = 0.040 hartree
HOMO energy = -0.3145 Eh



Entry from OMol25: one molecule with the formula C7H10O (ωB97M-V with the def2-TZVPD basis set).

The geometry in XYZ format:
```
18
Properties=species:S:1:pos:R:3:forces:R:3:nbo_charge:R:1
C 0.345 0.298 -0.960 1.51 0.12 1.26 -0.49
C -0.585 1.399 -1.474 1.41 1.30 -0.34 -0.05
C -1.036 1.323 1.144 -1.52 1.60 -4.24 0.16
C -0.526 0.230 1.652 1.10 -3.32 -2.26 -0.33
C 0.095 -1.181 1.411 1.12 1.31 -3.81 -0.24
C 0.787 -1.740 0.299 -2.05 3.13 1.39 -0.15
C 1.048 -1.058 -1.138 1.13 -2.04 -0.52 -0.40
H 0.943 0.651 -0.073 -0.75 0.67 -1.22 0.21
H -0.409 -0.217 -0.523 -2.67 -1.01 1.80 0.22
H -1.325 1.191 -2.271 0.66 -0.29 0.44 0.20
H 0.153 2.220 -1.866 -2.03 -0.49 1.12 0.18
H -1.330 2.100 1.827 -0.46 0.22 -0.20 0.20
H -0.788 0.210 2.620 -0.25 0.46 3.90 0.21
H 0.062 -1.690 2.352 0.22 -0.68 0.07 0.21
H 1.259 -2.645 0.536 0.61 -1.35 -0.09 0.20
H 0.607 -1.673 -2.000 0.54 0.57 1.39 0.22
H 2.204 -1.147 -1.253 -1.85 0.69 -0.12 0.21
O -1.504 1.728 -0.283 3.30 -0.89 1.42 -0.56
```
Forces are in eV/Å.

Properties
M = 110.2 g/mol
SMILES string = C1=C\CCCO\C=C/1
Lowest unoccupied orbital energy = 0.028 hartree
HOMO energy = -0.3188 Eh